[1]
A cluster of 8 separate species, C33H56N8O12 in total at a distorted geometry, computed with wB97M-V/def2-TZVPD.

- max |F| (eV Å⁻¹) = 11.56
- electronic energy (eV) = -71589.3136
- HOMO-LUMO gap (eV) = 4.77
- relative energy (zero: lowest compared OMol25 entry of this formula, charge and spin) (kJ/mol) = 378.9

Last columns: bonded neighbours and bond lengths (Å).
Geometry (Å):
1 H 2.4025 4.1990 0.8417  C107 1.089
2 H -1.9104 -5.9012 2.8409  C89 0.944
3 H 0.8440 -1.4760 -6.5394  C39 1.252
4 H -4.2454 0.8036 -1.6680  C84 1.098
5 H -0.5912 -6.2195 1.7444  C89 1.234
6 O 0.8816 -0.2746 2.6937  N99 1.373
7 H -2.3346 -5.4689 1.4197  C89 1.103
8 H -2.6787 1.7388 1.2576  C79 1.119
9 H 3.2623 -1.6196 2.7256  C45 1.040
10 O -0.0106 1.4345 1.4975  N99 1.257
11 C 6.1856 0.2032 2.3086  N34 1.520, H62 1.252, H73 0.999, H106 1.134
12 C 0.7420 6.4309 -0.7627  H18 1.004, O23 1.258, N91 1.294
13 C 1.3722 -3.1524 -1.8897  C42 1.549, H60 1.240, H71 1.083, C86 1.461
14 O -1.8535 3.3956 -4.2202  N108 1.276
15 O -3.0329 -3.1786 2.6838  C65 1.250
16 H 0.2899 0.2736 6.5568  C37 0.902
17 H 0.4251 -0.3686 -1.4811  C93 1.041
18 H 1.5148 7.0492 -0.9320  C12 1.004
19 H -4.3849 4.1267 1.5620  C76 1.135
20 O -0.7629 -0.4929 1.1302  N99 1.258
21 H 0.3739 3.3730 0.0670  C69 1.140
22 H -5.3219 -2.6250 -4.3807  C68 1.138
23 O -0.3396 6.6191 -1.3764  C12 1.258
24 O 4.3323 2.0612 1.1141  C38 1.321
25 O -2.7004 -5.1941 -2.4694  N66 1.273
26 C -4.9779 -0.7307 -2.9738  H32 1.031, C68 1.613, C84 1.339
27 C 2.3684 -0.7327 -2.3018  N56 1.449, C86 1.674, C93 1.576, C94 1.543
28 H 3.7368 -0.7160 4.2037  C45 1.209
29 H 3.8650 0.1407 -1.1999  C94 1.067
30 H 2.4164 -3.6393 -3.4458  C42 1.051
31 C -3.3657 4.1533 -1.9704  H43 1.140, C70 1.445, C87 1.593
32 H -5.7246 -0.2767 -3.5210  C26 1.031
33 O -4.4424 -5.1477 -3.7478  N66 1.256
34 N 4.6777 0.0101 2.3078  C11 1.520, C38 1.411, C45 1.530
35 C -3.2779 -1.1415 -0.9936  C84 1.630, H95 1.078, C102 1.498
36 H -4.5517 5.4792 -0.3154  C87 1.102
37 C -0.1733 0.5224 5.8234  H16 0.902, H81 0.978, N96 1.491, H97 1.196
38 C 3.8502 0.9955 1.7289  O24 1.321, N34 1.411, H83 1.007
39 C 1.1285 -2.3275 -5.6664  H3 1.252, H55 1.082, C75 1.531, H77 1.117
40 H 1.7041 0.4260 -0.6367  C93 1.047
41 H -2.1631 2.8351 4.8417  C72 1.116
42 C 1.4078 -3.3449 -3.4260  C13 1.549, H30 1.051, H64 1.091, C75 1.476
43 H -3.6714 4.6661 -2.9421  C31 1.140
44 N -0.9501 -4.0636 2.5146  C65 1.343, C89 1.544, C104 1.443
45 C 4.0924 -1.1407 3.1293  H9 1.040, H28 1.209, N34 1.530, H46 1.149
46 H 4.8802 -1.9695 3.2427  C45 1.149
47 C -0.5183 -1.7632 -4.0007  H74 1.169, C75 1.590, H82 1.091, H85 1.024
48 H -1.7746 1.1397 -0.8210  C54 1.117
49 H 1.0210 -4.3457 3.3648  C104 1.157
50 H 0.8770 -4.5770 1.6117  C104 1.075
51 H -1.1480 -2.1692 3.0404  C65 1.129
52 H 2.5225 -2.0473 -0.2933  C86 1.189
53 C -3.9893 -3.1577 -2.4653  N66 1.511, C68 1.550, C102 1.492
54 C -2.2948 2.1140 -0.6521  H48 1.117, C70 1.670, C79 1.502
55 H 0.4162 -3.0514 -6.0394  C39 1.082
56 N 1.9123 -0.9415 -3.6610  C27 1.449, C75 1.555, O105 1.238
57 H 3.3727 -2.6297 -1.6465  C86 1.105
58 H -1.1038 4.4791 0.2437  C69 1.133
59 H -2.2017 -3.1443 -0.8873  C102 1.196
60 H 1.6328 -4.1859 -1.2568  C13 1.240
61 O -1.3734 3.8543 6.9364  C103 1.318
62 H 6.4561 0.8746 3.3301  C11 1.252
63 O -1.1469 1.5670 -3.1737  N108 1.229
64 H 0.6763 -4.1458 -3.5389  C42 1.091
65 C -1.7912 -3.0348 2.7057  O15 1.250, N44 1.343, H51 1.129
66 N -3.6441 -4.5275 -3.0026  O25 1.273, O33 1.256, C53 1.511
67 H -1.8881 1.2863 4.0995  C72 1.148
68 C -4.7785 -2.2582 -3.4505  H22 1.138, C26 1.613, C53 1.550
69 C 0.0146 4.4001 0.4083  H21 1.140, H58 1.133, N91 1.488, H101 1.131
70 C -2.3599 3.1160 -1.9870  C31 1.445, C54 1.670, N108 1.440
71 H 0.4743 -2.6668 -1.5269  C13 1.083
72 C -1.3163 2.2080 4.4755  H41 1.116, H67 1.148, H92 1.178, N96 1.431
73 H 6.5564 -0.7186 2.4118  C11 0.999
74 H -0.6941 -1.2391 -2.9707  C47 1.169
75 C 1.0237 -2.1193 -4.1528  C39 1.531, C42 1.476, C47 1.590, N56 1.555
76 C -3.9104 3.8339 0.5731  H19 1.135, C79 1.563, C87 1.358
77 H 2.2319 -2.4754 -5.7536  C39 1.117
78 H 3.9097 0.8397 -3.0174  C94 1.212
79 C -3.1122 2.4899 0.5500  H8 1.119, C54 1.502, C76 1.563
80 H -0.3484 2.1638 7.6011  C103 0.963
81 H -0.8240 -0.1869 5.6504  C37 0.978
82 H -1.1784 -2.6236 -4.1154  C47 1.091
83 H 2.8960 0.6837 1.6459  C38 1.007
84 C -4.2686 -0.2601 -1.9407  H4 1.098, C26 1.339, C35 1.630
85 H -0.7190 -0.9147 -4.5369  C47 1.024
86 C 2.3790 -2.1823 -1.4653  C13 1.461, C27 1.674, H52 1.189, H57 1.105
87 C -3.9334 4.5979 -0.5500  C31 1.593, H36 1.102, C76 1.358
88 H 1.1944 1.0970 -2.2492  C93 1.148
89 C -1.4855 -5.4583 2.1235  H2 0.944, H5 1.234, H7 1.103, N44 1.544
90 H 3.1422 5.4205 0.3048  C107 1.120
91 N 1.0157 5.4228 0.0017  C12 1.294, C69 1.488, C107 1.452
92 H -0.4497 2.7922 3.9321  C72 1.178
93 C 1.3072 0.1760 -1.5728  H17 1.041, C27 1.576, H40 1.047, H88 1.148
94 C 3.7642 -0.0783 -2.2397  C27 1.543, H29 1.067, H78 1.212, H100 1.156
95 H -2.9403 -0.6891 -0.0750  C35 1.078
96 N -0.8305 1.8599 5.7751  C37 1.491, C72 1.431, C103 1.401
97 H 0.7865 0.3563 5.1287  C37 1.196
98 H 0.9422 -2.8459 2.4187  C104 1.214
99 N -0.1164 0.2520 1.9117  O6 1.373, O10 1.257, O20 1.258
100 H 4.6792 -0.7832 -2.2871  C94 1.156
101 H 0.1402 4.1315 1.5000  C69 1.131
102 C -3.0966 -2.5638 -1.4279  C35 1.498, C53 1.492, H59 1.196
103 C -0.8610 2.6399 6.9389  O61 1.318, H80 0.963, N96 1.401
104 C 0.4864 -3.9714 2.4093  N44 1.443, H49 1.157, H50 1.075, H98 1.214
105 O 2.2315 -0.0891 -4.5004  N56 1.238
106 H 6.3362 0.7558 1.3304  C11 1.134
107 C 2.1796 5.2650 0.8560  H1 1.089, H90 1.120, N91 1.452, H109 1.033
108 N -1.7085 2.6601 -3.1870  O14 1.276, O63 1.229, C70 1.440
109 H 1.9392 5.6336 1.7903  C107 1.033

=====

[2]
A cluster of 7 separate species, C6H27NO7 in total at a distorted geometry, computed with wB97M-V/def2-TZVPD.

- max |F| (eV Å⁻¹) = 2.25
- electronic energy (eV) = -22480.2615
- HOMO-LUMO gap (eV) = 9.31
- relative energy (zero: lowest compared OMol25 entry of this formula, charge and spin) (kJ/mol) = 326.8

Last columns: bonded neighbours and bond lengths (Å).
Geometry (Å):
1 C 3.5049 1.2847 7.0644  C13 1.558, H16 1.090, O29 1.457, H40 1.090
2 C -0.8225 -0.9527 -4.3301  H7 1.090, H15 1.090, C27 1.479, O39 1.443
3 H 2.7714 -0.3042 5.2709  C10 1.090
4 O -5.1389 -6.3608 -1.2660  H5 0.957, H26 0.957
5 H -5.7718 -5.6434 -1.2992  O4 0.957
6 H 5.3913 -0.1134 4.6639  N41 1.010
7 H -1.8646 -0.8425 -4.6302  C2 1.090
8 C 1.9092 2.5537 8.2292  O29 1.374, H34 1.090, H35 1.090, H37 1.090
9 H 3.5518 -0.3390 -4.8533  O18 0.957
10 C 3.1658 0.5444 4.7120  H3 1.090, C13 1.487, H23 1.090, H28 1.090
11 H 5.2468 -0.5581 6.1865  N41 1.010
12 H -1.0476 1.5555 -12.1435  O14 0.957
13 C 4.1372 1.1743 5.6452  C1 1.558, C10 1.487, H38 1.090, N41 1.477
14 O -1.1640 1.9623 -11.2849  H12 0.957, H36 0.957
15 H -0.3008 -1.8603 -4.6336  C2 1.090
16 H 2.9432 0.3685 7.2466  C1 1.090
17 H 4.5285 -1.2732 -5.5354  O18 0.957
18 O 4.4393 -0.6903 -4.7814  H9 0.957, H17 0.957
19 H -6.5233 -1.2387 -0.3415  O20 0.957
20 O -6.2078 -0.8696 -1.1664  H19 0.957, H31 0.957
21 H -8.9391 0.3952 -5.6967  O24 0.957
22 H 0.3139 -0.9194 -2.6346  C27 1.090
23 H 2.4173 1.3226 4.5632  C10 1.090
24 O -8.1773 0.2527 -6.2584  H21 0.957, H32 0.957
25 H -0.9695 0.3567 -2.6496  C27 1.090
26 H -4.3108 -5.9398 -1.0349  O4 0.957
27 C -0.7207 -0.6792 -2.8798  C2 1.479, H22 1.090, H25 1.090, H30 1.090
28 H 3.5558 0.3478 3.7133  C10 1.090
29 O 2.5005 2.3387 7.0075  C1 1.457, C8 1.374
30 H -1.1909 -1.3988 -2.2095  C27 1.090
31 H -6.5964 0.0044 -1.2024  O20 0.957
32 H -7.5140 0.8545 -5.9205  O24 0.957
33 H -0.4186 0.3124 -5.7980  O39 0.960
34 H 1.4725 1.6575 8.6700  C8 1.090
35 H 2.6772 2.7779 8.9694  C8 1.090
36 H -2.0049 2.4155 -11.3461  O14 0.957
37 H 1.3150 3.4617 8.1271  C8 1.090
38 H 4.4727 2.1372 5.2600  C13 1.090
39 O -0.1869 0.2251 -4.8705  C2 1.443, H33 0.960
40 H 4.2594 1.4193 7.8395  C1 1.090
41 N 5.2968 0.2608 5.5973  H6 1.010, H11 1.010, C13 1.477

=====

[3]
A cluster of 2 separate species, C3H7NO3 in total at a distorted geometry, computed with wB97M-V/def2-TZVPD.

- max |F| (eV Å⁻¹) = 2.22
- electronic energy (eV) = -10857.0967
- HOMO-LUMO gap (eV) = 10.65
- relative energy (zero: lowest compared OMol25 entry of this formula, charge and spin) (kJ/mol) = 122.6

Last columns: bonded neighbours and bond lengths (Å).
Geometry (Å):
1 O -0.7029 2.4828 1.0257  C8 1.201
2 N -1.7084 0.8134 -0.0776  C3 1.371, H6 1.008, C8 1.402
3 C -1.8105 -0.2228 -0.9700  N2 1.371, H12 1.099, O14 1.205
4 H 1.3899 1.0519 1.1595  C13 1.087
5 H 2.3947 -2.5808 -0.4678  O7 0.959
6 H -2.5613 1.3002 0.1481  N2 1.008
7 O 2.6950 -1.6832 -0.3158  H5 0.959, H11 0.962
8 C -0.6389 1.3409 0.6588  O1 1.201, N2 1.402, C13 1.506
9 H 0.8383 0.0504 0.0472  C13 1.066
10 H 0.2128 -0.3734 1.6244  C13 1.068
11 H 3.1231 -1.3547 -1.1126  O7 0.962
12 H -0.8741 -0.5395 -1.4497  C3 1.099
13 C 0.5142 0.4306 0.9886  H4 1.087, C8 1.506, H9 1.066, H10 1.068
14 O -2.8720 -0.7157 -1.2588  C3 1.205